Formula: C4H7N2
Source: the OMol25 dataset
Level of theory: ωB97M-V/def2-TZVPD

```
13
C4H7N2 (ωB97M-V/def2-TZVPD)
C 1.007 -1.155 -0.122
C 1.852 -2.064 0.097
C -0.160 -0.289 -0.382
C 1.037 0.366 0.347
N 1.790 1.393 -0.103
N -1.630 -0.813 0.110
H -0.287 0.009 -1.418
H 0.914 0.381 1.431
H 2.489 1.724 0.548
H 2.045 1.465 -1.076
H -1.765 -0.782 1.122
H -1.673 -1.783 -0.232
H -2.334 -0.253 -0.381
```

As for the energy relative to the best compared isomer or geometry (same formula, charge and spin): 150.08 kcal/mol. The gap between HOMO and LUMO comes out at 0.3508 Ha. As for the total charge: +1. For the calculated total energy, the calculation gives -265.66931 hartree.